{"formula": "CO3S3", "method": "the ωB97M-V functional and the def2-TZVPD basis", "e_lumo_ev": -0.77, "spin_multiplicity": 1, "total_charge": 0, "homo_ha": -0.3867, "smiles": "O=S(=O)=S.O=C=S", "largest_force_ev_per_a": 4.072, "energy_ha": -1458.3604, "de_lowest_kcal_mol": 2.6, "symbols": ["C", "O", "O", "O", "S", "S", "S"], "coordinates": [[0.9953, -1.1150, -1.9499], [-1.0832, 1.0235, 0.9017], [0.6571, 0.8895, 2.5253], [0.6760, -1.0906, -0.8448], [1.3558, -0.8267, -3.4426], [-1.0174, -1.4241, 2.4185], [-0.4326, 0.2901, 1.9354]], "forces_ev_per_a": [[-0.2, 1.3, -0.3], [-0.4, -0.2, -0.1], [3.2, 1.4, 2.1], [0.1, -0.8, 0.4], [0.1, -0.6, 0.0], [0.1, 0.3, 0.0], [-2.9, -1.5, -2.0]]}

{"formula": "C52H50Ge2N2S6Ti", "method": "the ωB97M-V functional and the def2-TZVPD basis", "e_lumo_ev": [2.16, 2.16], "spin_multiplicity": 2, "total_charge": -1, "homo_ha": [-0.1852, -0.1867], "largest_force_ev_per_a": 1.267, "energy_ha": -9513.9054, "de_lowest_kcal_mol": 0.0, "symbols": ["Ti", "C", "C", "C", "C", "C", "C", "C", "C", "C", "C", "C", "C", "C", "C", "C", "Ge", "S", "S", "Ge", "S", "S", "C", "C", "C", "C", "C", "C", "C", "C", "C", "C", "C", "C", "C", "C", "C", "C", "C", "C", "C", "C", "C", "C", "C", "C", "C", "C", "C", "C", "C", "C", "C", "C", "C", "H", "H", "H", "H", "H", "H", "H", "H", "H", "H", "H", "H", "H", "H", "H", "H", "H", "H", "H", "H", "H", "H", "H", "H", "H", "H", "H", "H", "H", "H", "H", "H", "H", "H", "H", "H", "H", "H", "H", "H", "H", "H", "H", "H", "H", "H", "H", "H", "H", "H", "S", "C", "C", "N", "C", "S", "C", "N"], "coordinates": [[2.3794, 0.2202, 1.6250], [4.1172, -4.6067, 0.1214], [3.6135, -3.5944, -0.8779], [2.3828, -3.7523, -1.5054], [1.8733, -2.7843, -2.3622], [0.5324, -2.9911, -3.0223], [2.6165, -1.6166, -2.5951], [3.8942, -1.4762, -2.0399], [4.8068, -0.3222, -2.3837], [4.3589, -2.4626, -1.1746], [2.0229, -0.5561, -3.4758], [2.1916, -0.6872, -4.8526], [1.6356, 0.2301, -5.7277], [0.9075, 1.2949, -5.2246], [0.7251, 1.4652, -3.8502], [1.2827, 0.5247, -2.9509], [1.2689, 0.7547, -0.9810], [3.1598, 1.5107, -0.2492], [0.7585, -1.1822, 0.1446], [-0.5225, 0.1813, 1.4843], [0.6746, 0.5781, 3.2546], [-0.5074, 1.8089, -0.0707], [-2.2846, -0.5354, 2.0117], [-3.2832, 0.3519, 2.4798], [-4.4821, -0.1567, 2.9735], [-4.7085, -1.5222, 3.0288], [-3.7245, -2.3949, 2.5976], [-2.5099, -1.9248, 2.0964], [-1.5069, -2.9703, 1.6928], [-1.5364, -3.5178, 0.4057], [-2.4691, -3.0114, -0.6710], [-0.6466, -4.5436, 0.0882], [0.2820, -5.0179, 1.0013], [1.2278, -6.1441, 0.6571], [0.3056, -4.4504, 2.2702], [-0.5876, -3.4539, 2.6433], [-0.5474, -2.9184, 4.0551], [-3.1099, 1.8442, 2.5128], [-3.5122, 2.6307, 1.4317], [-4.1584, 2.0440, 0.1998], [-3.3347, 4.0130, 1.4971], [-2.7791, 4.6257, 2.6081], [-2.5398, 6.1164, 2.6437], [-2.4405, 3.8297, 3.6999], [-2.6231, 2.4537, 3.6850], [-2.3612, 1.6418, 4.9309], [-0.0370, 2.6980, -3.4509], [-1.4308, 2.7206, -3.5529], [-2.2248, 1.4929, -3.9380], [-2.1107, 3.9100, -3.2890], [-1.4441, 5.0629, -2.9073], [-2.1883, 6.3432, -2.6109], [-0.0566, 5.0204, -2.8124], [0.6634, 3.8676, -3.0993], [2.1742, 3.9005, -3.0478], [3.5589, -5.5419, 0.0526], [4.0076, -4.2196, 1.1397], [5.1750, -4.8267, -0.0371], [1.7920, -4.6436, -1.3057], [0.1491, -3.9881, -2.8040], [0.5946, -2.8726, -4.1065], [-0.1973, -2.2606, -2.6598], [4.2723, 0.5171, -2.8233], [5.5647, -0.6541, -3.1018], [5.3199, 0.0400, -1.4930], [5.3269, -2.3254, -0.6976], [2.7666, -1.5289, -5.2287], [1.7701, 0.1164, -6.7994], [0.4713, 2.0266, -5.8998], [-5.2385, 0.5399, 3.3240], [-5.6448, -1.9056, 3.4212], [-3.8804, -3.4674, 2.6521], [-3.2143, -2.3185, -0.2860], [-2.9923, -3.8401, -1.1560], [-1.8987, -2.4861, -1.4440], [-0.6838, -4.9795, -0.9076], [1.1878, -6.3889, -0.4056], [0.9748, -7.0477, 1.2172], [2.2578, -5.8809, 0.9120], [1.0332, -4.8014, 2.9987], [-0.0107, -3.6076, 4.7088], [-1.5511, -2.7645, 4.4580], [-0.0314, -1.9585, 4.0942], [-4.1094, 0.9569, 0.1796], [-3.6586, 2.4232, -0.6906], [-5.2126, 2.3363, 0.1458], [-3.6260, 4.6196, 0.6401], [-3.1049, 6.6271, 1.8628], [-1.4796, 6.3415, 2.4933], [-2.8298, 6.5408, 3.6071], [-2.0379, 4.2972, 4.5963], [-1.9343, 2.2686, 5.7146], [-1.6685, 0.8233, 4.7411], [-3.2888, 1.2009, 5.3091], [-1.6015, 0.6035, -4.0023], [-2.7136, 1.6316, -4.9077], [-3.0059, 1.2969, -3.2000], [-3.1949, 3.9294, -3.3815], [-3.2629, 6.2213, -2.7574], [-1.8495, 7.1554, -3.2592], [-2.0205, 6.6583, -1.5780], [0.4847, 5.9214, -2.5282], [2.5305, 4.9324, -3.0405], [2.6150, 3.3873, -3.9056], [2.5570, 3.4120, -2.1477], [4.0239, 1.3075, 2.9707], [4.5382, -0.0733, 3.9153], [5.2776, 0.1998, 5.1369], [5.8655, 0.4444, 6.0975], [4.3085, -1.3495, 3.5552], [3.4437, -1.7981, 2.0902], [4.7705, -2.4455, 4.3851], [5.1176, -3.3443, 5.0185]], "forces_ev_per_a": [[0.9, 0.1, 0.9], [0.2, -0.1, -0.2], [0.0, -0.1, 0.1], [0.0, -0.1, -0.1], [0.1, 0.0, 0.0], [0.1, 0.0, 0.1], [-0.1, 0.1, 0.0], [0.0, 0.1, 0.0], [0.0, -0.1, -0.1], [0.1, 0.0, 0.1], [0.0, 0.0, 0.1], [0.0, 0.0, 0.0], [0.0, 0.0, 0.0], [0.0, 0.0, 0.0], [0.2, -0.1, 0.2], [0.0, 0.2, -0.3], [-0.5, 0.0, -0.6], [-0.4, 0.1, 0.0], [0.0, 0.2, 0.0], [-0.5, -0.1, -0.2], [-0.1, 0.2, -0.3], [-0.3, 0.2, -0.1], [-0.2, -0.1, 0.2], [0.1, -0.1, 0.0], [0.0, 0.0, 0.0], [0.0, 0.0, 0.0], [0.0, 0.0, 0.0], [0.1, 0.1, -0.1], [0.0, 0.1, 0.1], [0.0, 0.0, 0.0], [0.1, 0.0, 0.0], [-0.1, 0.0, 0.0], [0.0, -0.1, 0.0], [-0.2, 0.0, 0.3], [0.0, 0.0, 0.1], [0.0, 0.1, 0.0], [0.0, 0.0, -0.1], [0.0, -0.1, 0.0], [0.1, 0.0, 0.0], [0.0, 0.0, 0.1], [0.0, 0.0, -0.1], [0.0, 0.1, 0.0], [0.0, -0.1, 0.0], [-0.1, 0.0, 0.1], [0.0, 0.0, 0.0], [0.0, 0.1, -0.1], [0.1, -0.1, 0.1], [0.0, 0.0, 0.1], [0.0, 0.1, 0.0], [-0.1, -0.1, 0.0], [0.0, 0.1, 0.0], [0.0, -0.1, 0.0], [0.1, 0.0, 0.0], [0.0, -0.1, 0.0], [-0.1, 0.0, 0.0], [0.5, 0.3, -0.3], [0.0, 0.0, -0.1], [0.0, 0.1, 0.0], [0.1, 0.2, -0.1], [0.0, 0.0, 0.0], [0.0, 0.0, 0.0], [0.1, 0.0, 0.0], [0.0, 0.0, 0.0], [0.0, 0.0, 0.0], [0.0, 0.0, 0.0], [-0.1, 0.0, -0.1], [0.0, 0.1, 0.0], [0.0, 0.0, 0.1], [0.0, -0.1, 0.1], [0.1, 0.0, 0.0], [0.1, 0.0, 0.0], [0.0, 0.0, 0.0], [0.0, 0.0, 0.0], [0.1, 0.0, 0.0], [-0.1, 0.0, 0.1], [0.0, 0.0, 0.1], [0.0, 0.0, 0.0], [-0.1, 0.0, 0.0], [-0.6, -0.2, 0.1], [-0.1, 0.0, -0.1], [0.0, 0.0, 0.0], [0.0, 0.0, 0.0], [0.0, 0.1, 0.0], [0.0, 0.0, 0.0], [0.0, 0.0, -0.1], [0.1, 0.0, 0.0], [0.0, -0.1, 0.1], [0.0, 0.0, 0.0], [-0.1, 0.0, 0.0], [0.0, 0.0, 0.0], [0.0, -0.1, -0.1], [0.0, 0.0, 0.0], [0.0, 0.0, 0.0], [0.0, 0.0, 0.0], [0.0, 0.0, 0.0], [0.0, 0.0, 0.1], [0.0, 0.0, 0.0], [0.1, 0.0, 0.0], [0.1, 0.0, 0.0], [0.0, 0.0, 0.0], [0.0, 0.0, 0.0], [0.0, -0.1, 0.0], [0.0, -0.1, 0.0], [0.0, 0.0, 0.0], [0.0, 0.0, 0.0], [0.3, -0.2, 0.3], [0.4, 0.7, 0.5], [-0.1, 0.0, -0.3], [-0.1, 0.0, -0.2], [0.1, -0.9, 0.1], [0.2, -0.2, 0.5], [-0.1, 0.2, -0.2], [-0.1, 0.1, -0.1]]}

{"formula": "C49H40CrN6O4S5", "method": "the ωB97M-V functional and the def2-TZVPD basis", "e_lumo_ev": [3.91, 3.88], "spin_multiplicity": 5, "total_charge": -2, "homo_ha": [0.0017, -0.0685], "largest_force_ev_per_a": 2.559, "energy_ha": -5555.9938, "de_lowest_kcal_mol": 6.0, "symbols": ["Cr", "N", "S", "N", "S", "N", "S", "N", "C", "C", "C", "C", "C", "C", "C", "C", "C", "C", "C", "C", "C", "C", "C", "C", "C", "C", "C", "C", "C", "C", "C", "C", "C", "C", "C", "C", "C", "C", "C", "C", "C", "C", "C", "C", "H", "H", "H", "H", "H", "H", "H", "H", "H", "H", "H", "H", "H", "H", "H", "H", "H", "H", "H", "H", "H", "H", "H", "H", "H", "H", "H", "H", "H", "H", "C", "C", "C", "C", "C", "C", "N", "C", "C", "C", "C", "C", "C", "H", "H", "H", "H", "H", "H", "H", "H", "H", "H", "O", "S", "O", "O", "O", "S", "C", "N"], "coordinates": [[0.3194, -2.2453, 0.1571], [1.5405, -0.7373, -0.4826], [1.4821, 0.7061, -0.2000], [0.3492, 1.7407, -0.7814], [-0.9252, 2.3564, -0.0916], [-2.0452, 1.5004, 0.5291], [-2.1800, -0.1714, 0.0446], [-0.8876, -0.7241, 0.4613], [-2.6299, 0.1876, -1.6774], [-1.6398, 0.0111, -2.6297], [-1.8986, 0.3680, -3.9429], [-3.1344, 0.8901, -4.2990], [-4.1294, 1.0198, -3.3430], [-3.8819, 0.6622, -2.0265], [-3.6314, -0.3758, 1.1159], [-3.7209, -1.5394, 1.8637], [-4.7762, -1.6944, 2.7466], [-5.7407, -0.7025, 2.8751], [-5.6344, 0.4635, 2.1335], [-4.5660, 0.6384, 1.2641], [-0.5368, 3.5782, 1.0881], [0.3817, 4.5977, 0.7495], [0.6064, 5.6357, 1.6227], [-0.0832, 5.7116, 2.8396], [-1.0358, 4.7301, 3.1438], [-1.2730, 3.6788, 2.2887], [-1.5684, 3.3542, -1.3907], [-0.8066, 3.7603, -2.4953], [-1.3385, 4.6628, -3.3976], [-2.6175, 5.1813, -3.2204], [-3.3614, 4.7965, -2.0989], [-2.8459, 3.9010, -1.1914], [1.8467, 1.2734, 1.4965], [2.8833, 2.1662, 1.7372], [3.1468, 2.5680, 3.0388], [2.3954, 2.0724, 4.0899], [1.3690, 1.1726, 3.8407], [1.0902, 0.7697, 2.5459], [2.8913, 1.4100, -1.0755], [2.8670, 2.6742, -1.6464], [3.9890, 3.1571, -2.3008], [5.1404, 2.3833, -2.3747], [5.1600, 1.1194, -1.7962], [4.0376, 0.6305, -1.1513], [-0.6999, -0.4318, -2.3362], [-1.1244, 0.2445, -4.6901], [-3.3257, 1.1897, -5.3227], [-5.1007, 1.4136, -3.6172], [-4.6653, 0.7361, -1.2858], [-2.9642, -2.3026, 1.7329], [-4.8555, -2.5996, 3.3354], [-6.5723, -0.8319, 3.5577], [-6.3768, 1.2465, 2.2320], [-4.4331, 1.5654, 0.7275], [0.8909, 4.5608, -0.2064], [1.3231, 6.4070, 1.3640], [0.1105, 6.5230, 3.5300], [-1.5832, 4.7905, 4.0779], [-2.0028, 2.9106, 2.5078], [0.1747, 3.3258, -2.6348], [-0.7578, 4.9617, -4.2630], [-3.0362, 5.8690, -3.9442], [-4.3532, 5.2058, -1.9466], [-3.3994, 3.6012, -0.3099], [3.4842, 2.5524, 0.9263], [3.9496, 3.2705, 3.2267], [2.6073, 2.3870, 5.1046], [0.7817, 0.7735, 4.6574], [0.2994, 0.0669, 2.3290], [1.9651, 3.2632, -1.5694], [3.9683, 4.1432, -2.7485], [6.0175, 2.7675, -2.8807], [6.0591, 0.5184, -1.8472], [4.0243, -0.3526, -0.6959], [-0.5951, -7.6594, 0.2372], [-0.1686, -7.2180, -1.0062], [0.4816, -6.0000, -1.1316], [0.7214, -5.1926, -0.0202], [0.2953, -5.6539, 1.2292], [-0.3606, -6.8656, 1.3531], [1.4225, -3.9726, -0.1507], [2.7790, -4.1021, -0.2358], [3.5914, -2.9830, -0.5481], [4.9660, -3.0802, -0.5955], [5.6183, -4.2855, -0.3455], [4.8441, -5.3995, -0.0519], [3.4630, -5.3242, -0.0039], [-1.1161, -8.6053, 0.3341], [-0.3446, -7.8273, -1.8859], [0.7947, -5.6408, -2.1047], [0.4775, -5.0335, 2.0981], [-0.6891, -7.2006, 2.3313], [3.0858, -2.0527, -0.7560], [5.5585, -2.2014, -0.8353], [6.6997, -4.3557, -0.3779], [5.3282, -6.3484, 0.1577], [2.8906, -6.2077, 0.2428], [-2.5221, -4.2549, -1.5205], [-1.9138, -3.1167, -0.8822], [-0.7246, -2.5978, -1.6105], [-1.4388, -3.4029, 0.4990], [-2.9438, -2.0095, -0.7954], [2.1766, -2.2100, 4.4443], [1.5346, -2.1741, 2.9678], [1.0757, -2.1379, 1.8934]], "forces_ev_per_a": [[-0.3, -0.3, -1.3], [-0.3, 0.4, 0.1], [0.5, 0.1, -0.3], [0.2, -0.2, 0.1], [0.1, 0.5, 0.9], [-0.2, -0.1, -0.3], [1.1, 1.8, 0.8], [-1.0, 0.1, 0.0], [-0.2, 0.0, 0.0], [0.1, 0.0, 0.2], [0.0, 0.1, 0.0], [0.0, 0.0, -0.1], [0.0, 0.0, 0.0], [0.0, 0.0, 0.1], [-0.3, 0.1, -0.2], [0.2, 0.0, -0.2], [-0.1, 0.0, 0.1], [0.0, 0.0, 0.0], [0.0, 0.0, 0.0], [0.1, 0.0, 0.0], [-0.1, -1.0, -0.3], [0.3, 0.1, -0.3], [-0.1, 0.0, 0.0], [0.1, 0.2, 0.1], [-0.1, -0.1, 0.0], [-0.2, 0.0, 0.1], [-0.1, -0.2, -0.6], [0.1, -0.2, 0.4], [-0.2, 0.3, -0.1], [0.1, -0.1, 0.0], [0.0, 0.1, -0.1], [0.2, -0.2, 0.2], [-0.2, -0.1, -0.2], [0.0, 0.1, -0.1], [0.1, 0.0, 0.0], [-0.1, 0.0, 0.0], [-0.1, 0.1, 0.1], [-0.2, 0.1, -0.2], [0.1, 0.2, -0.2], [-0.2, -0.1, 0.1], [0.2, 0.0, -0.1], [-0.1, 0.0, 0.1], [0.1, 0.1, -0.1], [-0.2, -0.2, 0.2], [0.1, 0.1, 0.0], [0.0, 0.0, 0.0], [0.0, 0.0, 0.0], [0.0, 0.0, 0.0], [0.0, 0.0, 0.0], [0.0, -0.1, 0.0], [0.1, 0.0, 0.0], [0.0, 0.0, 0.0], [0.0, 0.0, 0.0], [-0.1, 0.0, 0.0], [0.1, 0.0, 0.1], [0.0, 0.0, 0.0], [0.0, 0.0, 0.0], [0.0, 0.0, 0.0], [0.0, 0.0, 0.1], [-0.1, 0.0, -0.1], [0.0, 0.0, 0.0], [0.0, 0.0, 0.0], [0.0, 0.0, 0.0], [-0.1, 0.0, 0.0], [0.0, 0.0, 0.1], [0.0, 0.0, 0.0], [0.0, 0.0, 0.0], [0.0, 0.0, 0.0], [-0.1, 0.1, 0.1], [0.1, 0.0, 0.0], [0.0, 0.0, 0.0], [0.0, 0.0, 0.0], [0.0, -0.1, 0.0], [0.1, 0.1, 0.0], [0.0, 0.0, 0.0], [0.0, 0.0, 0.0], [-0.1, 0.2, 0.0], [0.0, -0.3, 0.1], [0.0, 0.1, -0.1], [0.0, -0.1, 0.1], [0.1, 0.1, -0.2], [0.1, 0.0, 0.1], [0.0, -0.1, 0.0], [0.0, -0.1, 0.0], [0.2, -0.1, 0.0], [0.0, 0.1, 0.0], [-0.1, 0.1, 0.0], [0.0, 0.0, 0.0], [0.0, 0.0, 0.0], [0.0, 0.0, 0.0], [0.0, 0.0, 0.0], [0.0, 0.0, 0.0], [0.1, -0.1, 0.0], [0.0, 0.0, 0.0], [0.0, 0.0, 0.0], [0.0, 0.0, 0.0], [0.0, 0.0, 0.0], [0.2, 0.0, 0.0], [-2.3, -0.6, -0.9], [0.7, 0.1, 0.2], [1.0, 0.1, 0.4], [0.2, -0.9, 0.1], [0.2, 0.0, 0.6], [-0.2, -0.2, -0.8], [0.5, -0.2, 1.7]]}